No. 1
Density functional theory data (ωB97M-V/def2-TZVPD) for a structure of composition H19O9.

Element x y z (Å)
H: -2.04423 0.42983 2.65823
O: -1.50283 0.37514 1.86602
H: -0.90287 -2.37352 0.65806
H: 1.91837 -0.86715 -0.73244
H: 2.04794 1.51896 2.14315
O: -1.73786 -1.85103 0.42248
H: 1.19882 -2.45352 0.79010
O: 0.46224 -3.03405 1.09146
H: 0.60082 1.02817 1.83148
H: -1.57991 -0.50773 1.43247
H: -0.02828 -0.13923 -1.97464
O: -1.46502 2.49973 -0.37763
O: 1.49376 1.16034 1.43357
H: 1.40148 2.04960 0.07426
H: 2.12804 -0.38525 0.67558
H: -1.98853 3.29822 -0.50883
H: 0.16378 2.54788 -0.71845
H: 1.11573 1.30292 -1.47032
O: -1.41483 -0.43044 -1.86407
H: -1.77872 0.39868 -1.49506
H: 1.29980 0.08578 -2.90366
H: -2.48359 -2.45418 0.49937
O: 1.13918 2.33072 -0.87718
O: 1.01771 0.10820 -1.97846
H: -1.55706 2.19454 0.55751
H: -1.57595 -1.11337 -1.15367
O: 2.20514 -1.18876 0.13376
H: 0.73844 -3.92036 0.83460

Forces on atoms 1 to 2 (eV/Å):
H -0.0300 -0.3465 -0.0645
O 0.6937 0.7521 -0.3122

## Properties
**Highest occupied orbital energy**: -14.6803 eV
**Energy above the lowest of the compared OMol25 structures with the same formula, charge and spin**: 0.0 kcal/mol
**Total charge**: +1
**Gap between HOMO and LUMO**: 11.70 eV

=====

No. 2
Density functional theory data (ωB97M-V/def2-TZVPD) for a cluster of 9 separate species, H19O9 in total.

Element x y z (Å)
O: 1.24989 -2.55233 -1.44942
H: 2.93145 1.64830 -1.61156
H: -2.94923 2.82624 0.01218
H: -2.15104 -3.88629 0.74068
O: 0.11981 0.18430 -2.54868
O: -1.78231 0.06667 1.61001
H: -0.66399 0.15482 -3.10421
H: -2.50145 0.69884 1.77134
H: 1.56374 -0.17459 3.14359
O: -1.32759 -3.52638 0.41399
H: -1.11940 -1.89454 -0.13749
O: 0.40161 1.81429 0.46441
H: 1.93886 1.01688 3.92447
O: -1.25828 -0.98629 -0.51205
H: 3.17997 1.87140 -0.10956
H: 1.94678 -3.02708 -0.98436
H: -1.15134 0.77624 1.33089
H: -1.73604 3.24670 0.71928
O: -2.19980 2.43946 0.48250
H: 1.17472 1.46474 0.00955
H: -0.91278 -4.05096 -0.27637
O: 2.15718 0.58473 3.08866
O: 2.86293 2.29357 -0.91282
H: -0.41807 -0.66797 -0.88406
H: -1.81756 -0.45370 0.24050
H: 1.62150 -2.27312 -2.25428
H: -0.00400 2.50312 -0.05117
H: 0.84443 -0.09708 -3.11600

Forces on atoms 1 to 2 (eV/Å):
O -0.9091 -0.4576 1.7907
H 0.2835 -0.2792 -0.3006

## Properties
**Highest occupied orbital energy**: -13.9113 eV
**Energy above the lowest of the compared OMol25 structures with the same formula, charge and spin**: 45.2 kcal/mol
**Total charge**: +1
**Gap between HOMO and LUMO**: 10.94 eV

=====

No. 3
Density functional theory data (ωB97M-V/def2-TZVPD) for a cluster of 2 separate species, H2 in total.

Element x y z (Å)
H: -0.44540 0.47169 0.52273
H: 0.44540 -0.47169 -0.52273

Cartesian forces, eV/Å:
H 0.2330 -0.2467 -0.2734
H -0.2330 0.2467 0.2734

## Properties
**Highest occupied orbital energy (spin up / spin down)**: 0.2780 / -1.8330 eV
**Energy above the lowest of the compared OMol25 structures with the same formula, charge and spin**: 16.6 kcal/mol
**Total charge**: -1
**Gap between HOMO and LUMO (spin up / spin down)**: 10.25 / 8.93 eV
**Spin multiplicity**: 2

=====

No. 4
Density functional theory data (ωB97M-V/def2-TZVPD) for a cluster of 2 separate species, H2 in total.

Element x y z (Å)
H: 0.41526 1.17270 0.65178
H: -0.41526 -1.17270 -0.65178

Cartesian forces, eV/Å:
H -0.4831 -1.3643 -0.7583
H 0.4831 1.3643 0.7583

## Properties
**Highest occupied orbital energy**: -9.3877 eV
**Energy above the lowest of the compared OMol25 structures with the same formula, charge and spin**: 157.8 kcal/mol
**Total charge**: 0
**Gap between HOMO and LUMO**: 5.68 eV

=====

No. 5
Density functional theory data (ωB97M-V/def2-TZVPD) for a structure of composition H20HeO10.

Element x y z (Å)
H: 2.45206 3.24910 -1.26970
O: 0.15637 1.62943 2.77083
H: -1.10515 2.26761 -0.65463
H: -3.56087 -0.59488 -0.54728
O: 0.21416 -1.32895 -4.06676
O: -2.61798 -0.49613 -0.41526
H: -3.00165 -0.24979 -3.32470
H: -0.27167 0.81389 3.03142
O: 2.02274 -0.56792 2.42664
H: 0.37663 2.44344 -0.39909
H: 2.95264 2.50023 -0.05294
O: 2.14944 2.76901 -0.49888
H: -1.75059 -0.94448 -3.81881
H: 1.46716 -1.33133 2.58406
O: -2.53195 -1.08280 -3.28348
O: -0.47700 2.49503 0.03089
He: 0.06369 -0.29216 -0.41710
O: 3.26305 -1.32328 -0.01406
H: -0.16625 -3.14662 2.35615
H: -2.00698 1.89818 0.93882
O: -2.62455 1.38632 1.46115
H: 1.50867 0.17319 2.74714
H: 0.90892 -3.30535 3.41005
H: -2.23070 -0.74624 -1.25413
H: 0.31689 -1.38236 -5.01693
H: 0.60771 -2.13681 -3.73703
O: 0.11841 -2.80634 3.20433
H: 3.95855 -0.87197 0.46430
H: 0.04943 1.66348 1.82023
H: 2.49650 -1.25416 0.55501
H: -2.73779 0.57271 0.96976

Forces on atoms 1 to 2 (eV/Å):
H 0.0379 0.1614 -0.2272
O 0.7791 -0.1509 0.5857

## Properties
**Highest occupied orbital energy**: -10.1040 eV
**Energy above the lowest of the compared OMol25 structures with the same formula, charge and spin**: 24.4 kcal/mol
**Total charge**: 0
**Gap between HOMO and LUMO**: 10.28 eV

=====

No. 6
Density functional theory data (ωB97M-V/def2-TZVPD) for a structure of composition H20HeO10.

Element x y z (Å)
H: -2.86230 -2.59498 1.70521
H: -1.41088 -3.00711 1.58111
H: 2.38853 -0.26538 1.78036
H: -2.44689 1.17938 2.21688
O: -1.92004 1.73222 1.63981
H: -0.05880 -0.45538 -3.63669
O: -0.19535 -0.27646 2.66938
H: 4.31439 -2.49531 -0.12820
H: -1.70444 -0.76977 -1.35374
O: -1.89284 -1.68155 -1.57598
H: -1.88101 1.24902 0.81445
O: 0.83533 2.25744 -2.59012
H: -0.63770 0.17860 1.95281
O: 0.86880 -0.22262 -3.67695
H: 3.26226 -2.41565 -1.21383
O: 0.23513 2.95692 2.66652
O: -1.54006 1.32570 -1.13147
O: 2.08203 -1.16802 1.69362
H: 0.90513 0.67613 -3.34962
O: 3.37748 -2.61376 -0.28447
O: -2.17645 -2.76576 1.05970
H: 0.56009 -0.69571 2.25737
H: -1.95472 -2.12670 -0.73084
H: 1.63666 2.56548 -2.16678
H: -2.21672 1.77495 -1.63796
H: 2.43208 -1.46052 0.85211
H: -0.71513 1.63419 -1.50637
H: 0.82799 2.20547 2.65801
He: 0.06248 -0.34687 -0.07509
H: 0.45366 3.04298 -2.98188
H: -0.62871 2.58305 2.49266

Forces on atoms 1 to 2 (eV/Å):
H -0.2078 0.0720 0.1037
H 0.3309 0.0201 0.1391

## Properties
**Highest occupied orbital energy**: -10.4461 eV
**Energy above the lowest of the compared OMol25 structures with the same formula, charge and spin**: 21.1 kcal/mol
**Total charge**: 0
**Gap between HOMO and LUMO**: 10.25 eV